# 1
The following is a quantum chemistry calculation of a structure of composition C27H46BMnN7O2, from the OMol25 dataset.

Calculated values
F_max, eV Å⁻¹: 0.4
HOMO (spin up / spin down), hartree: -0.439 / -0.438
Kohn-Sham gap (spin up / spin down), eV: 7.5 / 8.5
<S²>: 6.048
2S+1: 5
Total charge: +1

Each line ends with the Löwdin charge.
Atoms and positions in Å:
Mn -0.79481 1.20812 1.23734  0.9975
C 3.47971 4.04348 0.90471  -0.0578
C 2.27430 3.26283 1.43825  -0.3513
C 1.00538 4.09188 1.24790  -0.0671
C 2.21461 1.90702 0.78176  -0.2245
C 3.28778 1.15802 0.32561  0.0430
C 2.76605 0.02093 -0.27486  -0.1528
C 3.67004 -0.99622 -0.93407  -0.3270
C 3.08805 -2.34021 -1.34573  -0.0656
C 4.38775 -0.34397 -2.12527  -0.0426
N 1.42305 0.08222 -0.17270  0.0844
N 1.08802 1.24301 0.48872  0.0244
B 0.25347 -0.82766 -0.68612  -0.4361
N -0.77453 0.12919 -1.38464  0.0839
N -1.42228 1.02567 -0.59561  -0.0171
C -2.19737 1.80209 -1.35899  -0.2203
C -2.05658 1.39010 -2.67691  0.0672
C -1.14736 0.33927 -2.66372  -0.1629
C -0.60583 -0.34013 -3.88889  -0.3399
C 0.88312 -0.03686 -4.05945  -0.0406
C -0.89018 -1.83889 -3.96605  -0.0416
C -3.03276 2.89448 -0.76388  -0.3367
C -4.52329 2.59915 -0.95089  -0.0407
C -2.69688 3.09495 0.70966  -0.0554
N -0.47613 -1.53809 0.50898  0.0849
N -1.12828 -0.76170 1.44086  0.0271
C -1.79110 -1.56558 2.28188  -0.2222
C -1.53655 -2.87766 1.91302  0.0483
C -0.70368 -2.83705 0.80753  -0.1611
C -0.15167 -4.10599 0.20628  -0.3351
C 1.11489 -4.53177 0.95841  -0.0388
C 0.02027 -4.16999 -1.30490  -0.0578
C -2.67410 -1.14234 3.42382  -0.3497
C -1.88327 -1.06318 4.73288  -0.0390
C -3.46893 0.13357 3.16796  -0.0649
H 3.56244 4.99584 1.42678  0.0863
H 4.41445 3.50545 1.04876  0.0742
H 3.36181 4.24473 -0.16156  0.0957
H 2.43434 3.10450 2.50968  0.1339
H 0.70962 4.10958 0.19423  0.0924
H 0.18226 3.73374 1.86230  0.0380
H 1.19185 5.12194 1.55123  0.0913
H 4.33205 1.40391 0.39620  0.1220
H 4.42923 -1.19812 -0.17177  0.1475
H 2.48128 -2.26342 -2.24868  0.0684
H 3.90843 -3.02454 -1.56219  0.0988
H 2.48315 -2.78054 -0.55752  0.0414
H 3.67354 -0.05700 -2.89782  0.0736
H 4.94045 0.54588 -1.82964  0.0786
H 5.09180 -1.05245 -2.56190  0.0889
H 0.64458 -1.62572 -1.45288  0.0834
H -2.53735 1.80131 -3.54775  0.1281
H -1.13742 0.13732 -4.71575  0.1383
H 1.45590 -0.45984 -3.23444  0.0443
H 1.25100 -0.47424 -4.98792  0.0936
H 1.06922 1.03730 -4.08852  0.0938
H -0.22340 -2.39893 -3.31549  0.0443
H -1.91977 -2.06736 -3.68907  0.0922
H -0.72944 -2.18813 -4.98593  0.0907
H -2.79231 3.81831 -1.29725  0.1528
H -4.79552 1.66890 -0.44823  0.0898
H -5.12672 3.40543 -0.53459  0.0880
H -4.77339 2.49748 -2.00579  0.0847
H -2.98029 2.21362 1.30006  0.0629
H -1.63864 3.36598 0.85000  0.0561
H -3.25581 3.92408 1.14306  0.1137
H -1.92069 -3.76580 2.38565  0.1323
H -0.91954 -4.84438 0.45470  0.1386
H 1.91376 -3.79836 0.85477  0.0627
H 0.91212 -4.65136 2.02223  0.0861
H 1.47562 -5.48391 0.56891  0.0912
H 0.89701 -3.62577 -1.64984  0.0386
H 0.14756 -5.21228 -1.59816  0.0940
H -0.85981 -3.78380 -1.81782  0.0783
H -3.39532 -1.95811 3.52487  0.1416
H -1.11784 -0.29068 4.67982  0.0548
H -2.55130 -0.82007 5.55909  0.0894
H -1.39635 -2.01219 4.95552  0.0873
H -2.83632 1.01736 3.24737  0.0504
H -3.96038 0.10578 2.19242  0.0813
H -4.24535 0.24274 3.92509  0.0923
O 0.78357 1.78880 4.70196  0.0755
N 0.77381 1.31379 3.63804  -0.0847
O -0.40878 1.62452 2.94492  -0.3097

# 2
The following is a quantum chemistry calculation of a structure of composition C27H46BrNOP2Pt at a distorted geometry, from the OMol25 dataset.

Calculated values
F_max, eV Å⁻¹: 4.2
HOMO (spin up / spin down), hartree: -0.492 / -0.534
Kohn-Sham gap (spin up / spin down), eV: 6.0 / 5.1
Energy relative to the best compared isomer or geometry (same formula, charge and spin), kcal/mol: 96.1
<S²>: 2.066
2S+1: 3
Total charge: +2

Each line ends with the Löwdin charge.
Atoms and positions in Å:
N -6.62795 4.89379 -4.30619  0.0940
C -6.30148 5.32512 -3.07542  -0.0839
C -5.36053 4.63792 -2.28993  0.0149
C -4.64993 3.52462 -2.83943  -0.1786
C -5.01948 3.13873 -4.14067  0.0180
C -6.02319 3.84734 -4.83117  -0.0990
C -3.62306 2.84128 -2.02353  0.0528
Pt 0.77303 -0.59591 -0.81044  0.6957
P 3.08157 -0.59217 -0.07360  0.9068
C -2.72521 1.88118 -2.40686  0.0381
C -1.58743 1.63996 -1.53471  -0.2269
C -0.33342 1.26121 -2.06475  -0.0514
C 0.91640 1.44519 -1.25496  -0.2708
C 0.65997 1.56887 0.24545  -0.3324
C -0.53665 2.09840 0.64170  -0.1817
C -1.66724 2.03816 -0.17746  -0.0002
Br 1.41468 1.22875 2.38957  0.7569
H -3.67238 3.23046 -0.99449  0.1193
H -2.79355 1.38493 -3.37640  0.1337
H -5.19199 5.03166 -1.28647  0.1198
H -4.50396 2.29722 -4.59308  0.1102
H -6.80658 6.24978 -2.73056  0.1326
H -6.29772 3.54109 -5.83347  0.1212
H -0.34860 1.08754 -3.14293  0.1310
H -2.60072 2.42038 0.22467  0.1207
H 1.90637 1.71068 -1.66816  0.1116
H -0.64019 2.56168 1.63462  0.0926
P -0.16256 -2.44135 -0.09422  0.7450
C 4.14898 0.87113 0.64536  -0.4028
C 5.65410 0.90666 0.28297  -0.1264
H 4.01528 0.83120 1.73828  -0.0008
H 3.60845 1.77839 0.31727  0.0564
H 6.01989 1.92527 0.54547  0.1014
H 6.29782 0.17321 0.83176  0.0718
H 5.85102 0.78508 -0.80104  0.0641
C 4.32685 -0.93068 -1.46382  -0.3726
C 5.49839 -1.88040 -1.14951  -0.1282
H 4.68781 0.02429 -1.84565  0.0634
H 3.72177 -1.37621 -2.25462  0.0607
H 5.85511 -2.35831 -2.07463  0.0911
H 6.38691 -1.44266 -0.64303  0.0799
H 5.17295 -2.73700 -0.54136  0.0565
C 3.75525 -1.81903 1.22244  -0.3621
C 4.96146 -1.42686 2.04351  -0.1313
H 3.99189 -2.69843 0.61648  0.0527
H 2.88647 -2.17541 1.79995  0.0595
H 5.00134 -2.01985 2.95091  0.0946
H 5.90394 -1.59250 1.52131  0.0700
H 4.98032 -0.40241 2.36926  0.0489
C -0.19725 -3.15676 1.56621  -0.3662
C -1.11069 -4.37756 1.78430  -0.1054
H -0.48712 -2.33977 2.25017  0.0827
H 0.85336 -3.40269 1.77942  0.0747
H -2.08976 -4.10105 2.19424  0.0764
H -1.27462 -4.96392 0.87490  0.0666
H -0.65483 -5.06271 2.51280  0.0896
C 0.26668 -3.72020 -1.33047  -0.3728
C -0.09284 -3.22305 -2.73811  -0.1504
H -0.20962 -4.68050 -1.07713  0.0911
H 1.36007 -3.81958 -1.22488  0.0829
H -1.10305 -3.53746 -3.03729  0.0859
H -0.01638 -2.12142 -2.84496  0.0393
H 0.62036 -3.63080 -3.46508  0.0854
C -1.88643 -1.85299 -0.44371  -0.3639
C -2.73761 -1.44171 0.77339  -0.1164
H -2.39085 -2.63303 -1.03677  0.1002
H -1.75037 -0.95930 -1.10247  0.0398
H -3.54570 -0.77535 0.43071  0.0821
H -3.21046 -2.32605 1.22685  0.0793
H -2.17043 -0.89809 1.54988  0.0596
C -1.54596 1.22219 6.06297  -0.0774
C -1.31041 1.63035 4.61815  -0.3338
O -1.44598 0.45013 3.79426  -0.1562
H -2.60372 0.97672 6.08752  0.0741
H -1.30176 1.96252 6.83448  0.0862
H -1.04665 0.26187 6.25279  0.0835
H -2.02052 2.39275 4.21453  0.1184
H -0.28380 2.03548 4.51262  0.0671
H -0.61791 0.40003 3.28229  -0.0595

# 3
The following is a quantum chemistry calculation of a structure of composition C27H46Cl2F6N3O5SiV at a distorted geometry, from the OMol25 dataset.

Calculated values
F_max, eV Å⁻¹: 4.6
HOMO (spin up / spin down), hartree: -0.106 / -0.121
Kohn-Sham gap (spin up / spin down), eV: 5.1 / 5.5
Energy relative to the best compared isomer or geometry (same formula, charge and spin), kcal/mol: 59.8
<S²>: 3.756
2S+1: 4
Total charge: -1

Each line ends with the Löwdin charge.
Atoms and positions in Å:
C -1.71085 -0.69074 -4.30483  -0.0451
C -0.88694 -1.79580 -3.73801  -0.2500
H -1.56571 -0.56657 -5.38229  0.0606
H -1.48470 0.24326 -3.77404  0.0683
H -2.77513 -0.91949 -4.15151  0.0850
C -0.19751 -2.68741 -4.45760  -0.1473
C -0.02532 -2.53693 -5.92367  -0.1449
H 0.29460 -3.53965 -3.98910  0.0934
H 0.26510 -1.51420 -6.20351  0.0683
H -0.95643 -2.75000 -6.46096  0.0659
H 0.74501 -3.23350 -6.25635  0.0550
V 0.35019 1.21038 0.95479  0.3775
Cl 0.92493 3.51915 0.90764  0.3052
C 0.28462 -1.83156 1.71823  -0.2324
O 0.91338 -0.77515 1.46976  -0.0905
N 0.59959 -2.61894 2.74853  -0.1550
C 1.90124 -2.48595 3.40564  -0.0257
C -0.23478 -3.75391 3.11737  -0.0405
H -0.54724 -2.18382 1.08211  0.1394
H 2.17426 -1.43153 3.52677  0.0878
H 2.68492 -3.00902 2.83462  0.0942
H 1.80870 -2.96375 4.38443  0.0770
H -1.27994 -3.51884 2.88299  0.0892
H -0.12018 -3.92996 4.19394  0.0830
H 0.05063 -4.66869 2.57640  0.0714
H 2.02249 2.88701 6.11335  0.0819
H 0.48960 4.73465 5.80737  0.0818
C 2.00096 2.61870 5.05511  -0.0277
C 0.42967 4.53072 4.73270  -0.0417
N 0.76459 3.13232 4.47480  -0.1741
H 2.02884 1.53088 4.93784  0.0873
C 0.16651 2.45773 3.50595  -0.3575
O 0.60657 1.35459 3.05160  -0.1356
H -0.59483 4.71946 4.38705  0.0953
H -0.74699 2.91460 3.08995  0.1168
H 2.87473 3.07883 4.57085  0.1010
H 1.13076 5.20850 4.21749  0.0957
H 1.89173 0.47348 -3.13175  0.0840
H 3.04898 -2.17459 -2.54088  0.0825
C 2.93495 0.60692 -2.81609  -0.0233
C 3.76470 -1.56598 -1.96562  -0.0616
N 3.23173 -0.24508 -1.66872  -0.1582
H 3.11470 1.65363 -2.55572  0.0726
C 2.80878 0.07414 -0.43575  -0.2579
O 2.16120 1.12157 -0.16458  -0.1974
H 4.00176 -2.07117 -1.02201  0.0852
H 3.05741 -0.67399 0.34445  0.1391
H 3.60960 0.30110 -3.62107  0.0828
H 4.67760 -1.46062 -2.56574  0.0818
O 0.28166 -0.87072 -2.10095  -0.2962
C -0.73161 -1.71802 -2.21848  -0.5116
C 0.68352 -3.56501 -1.13380  -0.0441
C -0.57919 -3.05638 -1.44266  -0.1527
H 1.57476 -3.02785 -1.48284  0.0858
C 0.79777 -4.73326 -0.37500  -0.1059
H -1.70360 -1.29305 -1.88152  0.1078
C -1.72309 -3.76152 -1.05117  -0.0434
H 1.79898 -5.11530 -0.15387  0.0936
C -0.34817 -5.40094 0.07261  -0.1487
C -1.61326 -4.92885 -0.29485  -0.1026
H -2.70451 -3.35960 -1.32787  0.1172
H -0.24389 -6.30406 0.68052  0.0894
H -2.51323 -5.46074 0.01878  0.0941
Si 0.07589 3.63311 -1.47346  0.1134
Cl -0.40459 1.49191 -1.25354  0.5794
C 1.89584 4.11721 -1.73175  -0.2612
C -1.03743 4.90410 -0.59723  -0.2666
C -0.62501 3.71294 -3.24805  -0.2714
H 2.60719 3.37599 -1.33929  -0.0068
H 2.07991 5.07377 -1.21807  0.0174
H 2.09588 4.27470 -2.80287  0.0218
H -0.01364 3.11235 -3.93897  0.0178
H -0.58554 4.76238 -3.55800  0.0137
H -1.67321 3.38538 -3.31246  0.0204
H -1.66866 4.45529 0.18094  -0.0024
H -1.70979 5.35733 -1.33391  0.0155
H -0.45891 5.72003 -0.14012  0.0127
C -2.71675 0.54136 3.22408  0.0095
C -2.72239 0.65488 1.71659  -0.4324
O -1.46038 0.77272 1.16496  -0.3265
C -3.36754 -0.63729 1.09880  -0.4789
F -4.67302 -0.81657 1.44387  0.1235
F -3.26943 -0.70708 -0.25138  0.1353
F -2.69235 -1.73365 1.59034  0.0907
C -3.61672 1.88820 1.28258  -0.4803
F -4.80075 1.94341 1.95787  0.1149
F -2.92995 3.03893 1.59539  0.0968
F -3.88148 1.94567 -0.04359  0.1461
H -1.97572 -0.21495 3.51271  0.0975
H -3.71974 0.25726 3.56796  0.0934
H -2.41630 1.51114 3.63581  0.0816